# 1
{
  "formula": "C3H5N3O",
  "method": "ωB97M-V with the def2-TZVPD basis set",
  "e_lumo_ev": 0.6,
  "e_above_lowest_kcal_mol": 37.47,
  "multiplicity": 1,
  "smiles": "Cn1cnnc1O",
  "orbital_gap_ev": 9.8,
  "symbols": ["C", "N", "C", "N", "N", "C", "O", "H", "H", "H", "H", "H"],
  "coordinates": [[1.87, -0.88, -0.04], [0.47, -0.54, 0.06], [-0.71, -1.30, 0.04], [-1.79, -0.54, 0.00], [-1.35, 0.72, -0.08], [-0.08, 0.70, 0.02], [0.73, 1.76, -0.01], [1.98, -1.95, -0.19], [2.35, -0.59, 0.88], [2.50, -0.36, -0.81], [-0.75, -2.35, 0.00], [0.20, 2.54, 0.24]]
}


# 2
{
  "formula": "C3H7NO2",
  "method": "ωB97M-V with the def2-TZVPD basis set",
  "e_lumo_ev": 0.8,
  "e_above_lowest_kcal_mol": 33.60,
  "multiplicity": 1,
  "smiles": "C/N=C(/O)OC",
  "orbital_gap_ev": 10.1,
  "symbols": ["C", "N", "C", "O", "O", "C", "H", "H", "H", "H", "H", "H", "H"],
  "coordinates": [[0.96, 1.61, -1.24], [0.70, 1.25, 0.15], [0.06, 0.20, 0.39], [-0.21, -0.18, 1.66], [-0.43, -0.65, -0.53], [-1.09, -1.83, -0.07], [1.96, 2.03, -1.31], [0.25, 2.39, -1.56], [0.88, 0.76, -1.93], [0.19, 0.50, 2.21], [-0.42, -2.45, 0.53], [-1.38, -2.37, -0.97], [-1.97, -1.59, 0.52]]
}


# 3
{
  "formula": "C5H5NO",
  "method": "ωB97M-V with the def2-TZVPD basis set",
  "e_lumo_ev": 0.7,
  "e_above_lowest_kcal_mol": 104.05,
  "multiplicity": 1,
  "orbital_gap_ev": 9.7,
  "symbols": ["O", "C", "C", "C", "N", "C", "C", "H", "H", "H", "H", "H"],
  "coordinates": [[0.31, 0.84, -1.86], [0.04, 0.96, -0.52], [-1.35, -0.52, -0.17], [-0.65, -1.28, 0.73], [0.30, -1.48, 1.42], [1.05, 0.76, 0.42], [1.39, -0.11, 1.27], [1.10, 0.28, -1.96], [-0.66, 1.78, -0.37], [-2.24, -0.02, 0.21], [-1.44, -0.90, -1.19], [2.14, -0.30, 2.01]]
}


# 4
{
  "formula": "CH7N4P2",
  "method": "ωB97M-V with the def2-TZVPD basis set",
  "e_lumo_ev": [-3.3, -6.7],
  "e_above_lowest_kcal_mol": 20.27,
  "multiplicity": 3,
  "total_charge": 1,
  "orbital_gap_ev": [7.6, 7.0],
  "symbols": ["C", "N", "N", "N", "N", "P", "P", "H", "H", "H", "H", "H", "H", "H"],
  "coordinates": [[1.10, -0.09, -0.15], [-2.27, -0.16, 0.13], [2.04, 0.51, 0.56], [0.94, 0.32, -1.42], [0.20, -0.90, 0.38], [-3.31, 0.97, 0.35], [-1.55, -1.36, -0.60], [2.67, 1.15, 0.20], [2.35, 0.38, 1.58], [1.59, 0.82, -1.87], [0.29, -0.15, -1.99], [0.10, -1.01, 1.42], [-2.38, 1.93, 0.94], [-1.75, -2.41, 0.48]]
}


# 5
{
  "formula": "C34H54ClF6N5O4P",
  "method": "ωB97M-V with the def2-TZVPD basis set",
  "e_lumo_ev": -2.8,
  "multiplicity": 1,
  "total_charge": 1,
  "orbital_gap_ev": 7.8,
  "symbols": ["C", "C", "O", "C", "P", "C", "C", "C", "O", "C", "Cl", "O", "C", "N", "C", "C", "C", "C", "F", "O", "C", "N", "N", "C", "F", "F", "C", "F", "F", "F", "C", "C", "C", "C", "C", "C", "C", "C", "C", "C", "C", "H", "H", "H", "H", "H", "H", "H", "H", "H", "H", "H", "H", "H", "H", "H", "H", "H", "H", "H", "H", "H", "H", "H", "H", "H", "H", "H", "H", "H", "H", "H", "H", "H", "H", "H", "H", "H", "H", "H", "H", "C", "C", "C", "C", "N", "H", "H", "H", "H", "H", "H", "H", "C", "C", "C", "C", "N", "H", "H", "H", "H", "H", "H", "H"],
  "coordinates": [[3.38, 2.39, 4.30], [2.96, 3.67, 3.50], [2.51, 3.52, 2.19], [1.30, 2.91, 1.82], [-0.05, 3.68, 2.95], [0.03, 2.77, 4.60], [-1.81, 3.28, 2.52], [-2.21, 1.75, 2.60], [1.36, 1.52, 2.19], [1.78, 0.60, 1.24], [2.66, -0.64, 2.26], [0.54, -0.06, 0.79], [0.16, -0.97, 1.69], [-0.53, -1.58, 2.32], [2.65, 1.11, 0.03], [2.97, -0.13, -0.85], [1.84, -0.77, -1.72], [1.43, -2.17, -1.12], [2.28, -1.11, -2.99], [3.83, 1.73, 0.49], [4.90, 0.99, 0.65], [5.73, 0.27, 0.82], [1.85, 2.19, -0.66], [2.32, 2.78, -1.92], [2.36, 4.12, -1.94], [1.30, 2.57, -2.82], [3.59, 2.36, -2.74], [3.40, 1.32, -3.54], [3.84, 3.34, -3.62], [4.73, 2.20, -2.08], [1.18, 3.20, 0.29], [-0.18, 3.68, -0.28], [-1.22, 2.58, -0.66], [-2.64, 3.16, -1.04], [-2.60, 4.65, -1.51], [-3.31, 2.33, -2.20], [-4.81, 1.94, -1.86], [-5.08, 0.42, -1.90], [-4.41, -0.54, -1.27], [-5.01, -1.98, -1.26], [-3.08, -0.34, -0.52], [2.56, 1.66, 4.43], [3.86, 2.68, 5.25], [4.14, 1.88, 3.67], [3.91, 4.25, 3.45], [2.36, 4.29, 4.21], [0.84, 3.15, 5.24], [0.02, 1.68, 4.46], [-0.92, 3.04, 5.12], [-2.21, 3.78, 1.62], [-2.39, 3.73, 3.36], [-1.42, 1.19, 2.06], [-2.19, 1.40, 3.65], [-3.19, 1.56, 2.13], [3.36, -0.98, -0.25], [3.82, 0.04, -1.55], [0.89, -0.20, -1.81], [2.07, -2.94, -1.60], [0.40, -2.44, -1.39], [1.64, -2.24, -0.04], [1.02, 1.60, -0.93], [1.72, 4.17, 0.26], [0.05, 4.20, -1.23], [-0.61, 4.50, 0.34], [-0.85, 2.14, -1.62], [-1.28, 1.73, 0.04], [-3.30, 3.09, -0.15], [-1.77, 4.76, -2.23], [-2.46, 5.31, -0.63], [-3.53, 4.90, -2.04], [-2.75, 1.42, -2.45], [-3.36, 2.99, -3.09], [-5.15, 2.38, -0.90], [-5.45, 2.40, -2.64], [-5.96, 0.10, -2.49], [-4.56, -2.50, -0.40], [-4.72, -2.47, -2.21], [-6.11, -1.88, -1.15], [-2.79, -1.21, 0.10], [-3.20, 0.57, 0.11], [-2.26, -0.12, -1.23], [5.38, -3.07, 1.53], [6.19, -4.30, 1.12], [6.45, -4.35, -0.38], [5.17, -4.40, -1.12], [4.18, -4.45, -1.67], [4.39, -3.09, 1.06], [5.23, -3.05, 2.61], [5.88, -2.15, 1.23], [5.66, -5.20, 1.44], [7.15, -4.29, 1.65], [7.04, -5.23, -0.64], [7.01, -3.47, -0.71], [-4.05, -7.03, -0.90], [-5.51, -6.96, -1.35], [-5.65, -6.63, -2.84], [-5.05, -5.31, -3.14], [-4.59, -4.30, -3.37], [-3.55, -6.07, -1.02], [-3.99, -7.29, 0.15], [-3.50, -7.78, -1.47], [-6.03, -6.20, -0.76], [-5.99, -7.92, -1.15], [-6.71, -6.60, -3.12], [-5.16, -7.39, -3.45]]
}


# 6
{
  "formula": "C3H3NO2",
  "method": "ωB97M-V with the def2-TZVPD basis set",
  "e_lumo_ev": 0.3,
  "e_above_lowest_kcal_mol": 43.04,
  "multiplicity": 1,
  "orbital_gap_ev": 10.5,
  "symbols": ["O", "C", "C", "N", "C", "O", "H", "H", "H"],
  "coordinates": [[-1.55, 2.74, 0.68], [-1.74, 1.63, 0.52], [-0.46, -1.24, -0.41], [0.61, -0.77, -0.89], [1.44, -0.03, -0.04], [1.07, 0.88, 0.66], [-0.73, -1.13, 0.65], [-1.15, -1.77, -1.06], [2.50, -0.32, -0.12]]
}


# 7
{
  "formula": "C8H22KN2O2",
  "method": "ωB97M-V with the def2-TZVPD basis set",
  "e_lumo_ev": -3.5,
  "e_above_lowest_kcal_mol": 17.17,
  "multiplicity": 1,
  "total_charge": 1,
  "orbital_gap_ev": 8.8,
  "symbols": ["K", "C", "C", "C", "O", "C", "N", "H", "H", "H", "H", "H", "H", "H", "H", "H", "H", "H", "C", "C", "C", "O", "C", "N", "H", "H", "H", "H", "H", "H", "H", "H", "H", "H", "H"],
  "coordinates": [[-1.68, -0.42, -0.29], [-1.43, -0.02, -3.80], [-0.07, -0.64, -3.59], [0.87, -0.39, -4.76], [0.25, -0.87, -5.91], [1.09, -0.80, -7.06], [0.53, -0.16, -2.31], [-1.89, -0.43, -4.69], [-1.36, 1.07, -3.88], [-2.08, -0.24, -2.95], [-0.20, -1.72, -3.50], [1.82, -0.91, -4.57], [1.09, 0.69, -4.84], [1.26, 0.24, -7.35], [0.56, -1.29, -7.87], [2.04, -1.30, -6.86], [0.13, 0.75, -2.10], [1.52, 0.02, -2.42], [1.19, -0.50, 3.60], [-0.31, -0.21, 3.67], [-0.62, 0.72, 4.82], [-0.19, 0.13, 6.00], [-0.38, 0.97, 7.13], [-0.78, 0.34, 2.39], [1.77, 0.43, 3.62], [1.44, -1.07, 2.71], [1.50, -1.10, 4.45], [-0.81, -1.17, 3.83], [-1.69, 0.96, 4.86], [-0.10, 1.68, 4.63], [0.05, 0.47, 8.00], [-1.45, 1.15, 7.31], [0.16, 1.92, 7.01], [-1.80, 0.41, 2.43], [-0.45, 1.29, 2.26]]
}


# 8
{
  "formula": "C4H6N4",
  "method": "ωB97M-V with the def2-TZVPD basis set",
  "e_lumo_ev": -0.1,
  "e_above_lowest_kcal_mol": 130.19,
  "multiplicity": 1,
  "orbital_gap_ev": 8.4,
  "symbols": ["C", "C", "C", "C", "H", "H", "H", "H", "H", "H", "N", "N", "N", "N"],
  "coordinates": [[-2.50, -0.21, 0.00], [-0.92, -0.26, -0.33], [-0.15, 0.87, -0.30], [1.91, -0.29, -0.10], [-3.07, -0.96, -0.46], [-2.60, -0.15, 1.35], [-2.81, 0.76, -0.16], [-0.54, 1.99, 0.11], [1.72, 1.52, 0.12], [3.69, -0.92, 0.57], [1.22, 0.77, -0.29], [3.09, -0.07, -0.09], [1.10, -1.51, -0.09], [-0.13, -1.51, -0.32]]
}


# 9
{
  "formula": "C32H27ClIN5O2PPdTe",
  "method": "ωB97M-V with the def2-TZVPD basis set",
  "e_lumo_ev": [-3.2, -5.2],
  "e_above_lowest_kcal_mol": 0.00,
  "multiplicity": 5,
  "total_charge": 1,
  "orbital_gap_ev": [6.2, 4.1],
  "symbols": ["Pd", "Cl", "C", "C", "C", "I", "C", "O", "C", "N", "C", "C", "C", "C", "H", "H", "H", "H", "C", "O", "C", "C", "C", "C", "C", "C", "C", "N", "C", "C", "N", "C", "C", "C", "C", "N", "C", "C", "N", "C", "C", "C", "C", "H", "H", "H", "H", "H", "H", "H", "H", "H", "H", "H", "H", "H", "H", "C", "P", "C", "C", "H", "H", "H", "H", "H", "H", "H", "H", "H", "Te"],
  "coordinates": [[0.11, 0.19, -0.24], [2.26, -0.31, 6.58], [2.18, -0.32, 4.86], [3.34, -0.46, 4.12], [3.30, -0.46, 2.74], [5.03, -0.66, 1.58], [2.11, -0.30, 2.01], [2.10, -0.29, 0.74], [0.90, -0.15, 2.79], [-0.24, 0.03, 2.10], [-1.37, 0.19, 2.76], [-1.45, 0.19, 4.15], [-0.30, 0.02, 4.88], [0.93, -0.16, 4.21], [4.28, -0.57, 4.64], [-2.26, 0.33, 2.16], [-2.40, 0.33, 4.64], [-0.33, 0.01, 5.96], [-9.62, -9.56, -2.10], [-9.80, -8.16, -2.15], [-8.74, -7.37, -1.90], [-8.97, -5.99, -1.97], [-7.94, -5.10, -1.75], [-6.66, -5.55, -1.44], [-6.43, -6.93, -1.37], [-7.45, -7.82, -1.60], [-5.56, -4.64, -1.21], [-4.33, -4.99, -0.89], [-3.63, -3.84, -0.75], [-4.46, -2.74, -1.00], [-5.68, -3.28, -1.28], [-4.03, -1.40, -0.92], [-4.85, -0.29, -1.13], [-4.32, 0.97, -1.02], [-2.97, 1.10, -0.70], [-2.18, 0.06, -0.48], [-2.66, -1.19, -0.58], [-1.79, -2.31, -0.34], [-0.49, -2.07, -0.07], [0.35, -3.06, 0.11], [-0.04, -4.40, 0.07], [-1.36, -4.69, -0.19], [-2.26, -3.65, -0.43], [-10.59, -9.99, -2.32], [-9.30, -9.89, -1.10], [-8.89, -9.90, -2.84], [-9.95, -5.63, -2.22], [-8.16, -4.04, -1.81], [-5.44, -7.28, -1.13], [-7.24, -8.88, -1.54], [-6.52, -2.77, -1.50], [-5.89, -0.43, -1.38], [-4.93, 1.85, -1.18], [-2.51, 2.08, -0.60], [1.39, -2.79, 0.28], [0.68, -5.19, 0.23], [-1.73, -5.71, -0.25], [-0.48, 3.94, 0.87], [0.40, 2.64, -0.10], [2.12, 2.90, 0.44], [0.45, 3.39, -1.77], [0.03, 4.89, 0.72], [-0.47, 3.68, 1.93], [-1.52, 4.03, 0.55], [2.42, 3.94, 0.24], [2.77, 2.22, -0.11], [2.23, 2.69, 1.50], [0.63, 4.47, -1.69], [-0.48, 3.22, -2.31], [1.26, 2.92, -2.32], [0.79, -0.22, -2.66]]
}